The following is a quantum chemistry calculation of a cluster of 2 separate species, C4H4S in total at a distorted geometry, from the Open Molecules 2025 dataset.

Each line ends with the natural charge from an NBO analysis.
Geometry (Å):
C1 -0.899 -0.468 -0.393  -0.139
C2 -0.676 0.681 0.266  -0.143
C3 1.794 -0.404 -0.443  -0.338
C4 0.485 -0.250 0.109  -0.160
S1 3.137 0.228 0.159  0.045
H1 -1.497 -0.796 -1.148  0.222
H2 -1.098 1.503 0.734  0.233
H3 1.803 -1.268 -1.108  0.204
H4 0.801 -1.438 1.231  0.077

Results
2S+1: 1
Total charge: 0
Relative energy (zero: lowest compared OMol25 entry of this formula, charge and spin) in kcal/mol: 134.6
E_LUMO in hartree: -0.018
DFT total energy in eV: -15041.8413


The following is a quantum chemistry calculation of the molecule C4H4O2, from the Open Molecules 2025 dataset.

Each line ends with the natural charge from an NBO analysis.
Geometry (Å):
O1 -0.521 2.227 -0.219  -0.565
C1 -0.433 1.062 0.166  0.154
C2 -1.097 -0.205 -0.139  -0.145
C3 0.056 -1.042 -0.107  -0.087
O2 1.140 -0.522 -1.168  -0.420
C4 1.076 0.000 0.042  0.195
H1 -2.089 -0.396 -0.537  0.220
H2 -0.306 0.806 1.276  0.212
H3 0.201 -2.101 0.053  0.230
H4 1.975 0.169 0.634  0.206

Results
2S+1: 1
Total charge: 0
Relative energy (zero: lowest compared OMol25 entry of this formula, charge and spin) in kcal/mol: 130.8
E_LUMO (spin up / spin down) in hartree: -0.054 / -0.047
DFT total energy in eV: -8301.4053


The following is a quantum chemistry calculation of a cluster of 2 separate species, C6H18N2O in total at a distorted geometry, from the Open Molecules 2025 dataset.

Each line ends with the natural charge from an NBO analysis.
Geometry (Å):
C1 1.117 0.224 1.477  -0.204
N1 0.202 1.350 1.276  -0.646
C2 0.638 2.597 0.511  -0.229
C3 0.676 2.389 -0.977  -0.656
C4 1.103 -0.805 0.250  -0.453
C5 0.483 -2.138 0.554  -0.427
C6 -0.559 -2.608 -0.512  -0.218
N2 -1.731 -3.424 -0.205  -0.838
H1 2.122 0.566 1.698  0.193
H2 0.660 -0.450 2.250  0.189
H3 -0.699 0.957 1.010  0.343
H4 1.656 2.700 0.925  0.202
H5 -0.186 3.264 0.922  0.206
H6 1.679 2.272 -1.335  0.217
H7 0.159 1.443 -1.238  0.228
H8 0.168 3.224 -1.471  0.201
H9 2.156 -0.907 -0.050  0.206
H10 0.809 -0.334 -0.697  0.208
H11 -0.012 -2.205 1.588  0.192
H12 1.263 -2.907 0.557  0.210
H13 -0.808 -1.721 -1.085  0.185
H14 -0.025 -3.164 -1.261  0.177
H15 -2.571 -2.872 -0.102  0.353
H16 -1.680 -3.969 0.639  0.356
H17 -1.660 2.679 -1.389  0.463
H18 -2.796 1.732 -1.351  0.463
O1 -2.162 2.106 -1.983  -0.925

Results
SMILES string: CCNCCCCN.O
2S+1: 1
Total charge: 0
Relative energy (zero: lowest compared OMol25 entry of this formula, charge and spin) in kcal/mol: 47.1
E_LUMO in hartree: 0.024
DFT total energy in eV: -11539.6617


The following is a quantum chemistry calculation of a cluster of 2 separate species, C6H14N2O2 in total at a distorted geometry, from the Open Molecules 2025 dataset.

Each line ends with the natural charge from an NBO analysis.
Geometry (Å):
C1 0.770 -1.267 2.075  -0.698
C2 3.137 0.237 -0.458  -0.418
C3 1.410 -0.932 0.750  0.667
O1 1.062 -1.486 -0.281  -0.636
N1 2.338 0.056 0.739  -0.613
H1 -0.286 -1.041 2.104  0.230
H2 2.694 0.531 1.549  0.400
H3 3.905 -0.519 -0.569  0.195
H4 1.085 -2.253 2.417  0.247
H5 1.248 -0.626 2.835  0.203
H6 2.540 0.298 -1.359  0.224
H7 3.748 1.134 -0.365  0.201
C4 -2.918 1.115 0.766  -0.409
C5 -1.037 -0.097 -2.246  -0.760
C6 -2.130 0.563 -1.501  0.663
O2 -3.062 1.190 -1.970  -0.621
N2 -1.996 0.451 -0.154  -0.613
H8 -1.266 -0.090 0.273  0.393
H9 -3.927 0.775 0.558  0.211
H10 -0.193 0.537 -2.521  0.234
H11 -2.607 0.830 1.765  0.191
H12 -2.801 2.187 0.616  0.204
H13 -0.467 -0.953 -1.858  0.266
H14 -1.246 -0.640 -3.165  0.239

Results
SMILES string: CNC(C)=O.CNC(C)=O
2S+1: 1
Total charge: 0
Relative energy (zero: lowest compared OMol25 entry of this formula, charge and spin) in kcal/mol: 26.5
E_LUMO in hartree: 0.020
DFT total energy in eV: -13524.4731


The following is a quantum chemistry calculation of the molecule C3H8OS2 at a distorted geometry, from the Open Molecules 2025 dataset.

Each line ends with the natural charge from an NBO analysis.
Geometry (Å):
C1 0.950 -0.901 0.600  -0.480
C2 -0.564 -0.596 0.337  -0.490
C3 -0.958 0.915 0.173  -0.052
H1 2.896 0.786 -0.054  0.143
H2 1.198 0.004 1.229  0.230
H3 1.187 -1.864 0.863  0.219
H4 -0.952 -0.591 1.457  0.220
H5 -1.736 -0.688 -1.678  0.178
H6 -2.000 0.912 0.284  0.189
H7 -0.367 1.807 0.783  0.179
H8 0.205 1.205 -1.261  0.481
O1 -0.790 1.180 -1.169  -0.730
S1 2.148 -0.525 -0.819  -0.118
S2 -1.217 -1.643 -0.746  0.031

Results
SMILES string: OC[C@@H](S)CS
2S+1: 1
Total charge: 0
Relative energy (zero: lowest compared OMol25 entry of this formula, charge and spin) in kcal/mol: 73.8
E_LUMO in hartree: 0.000
DFT total energy in eV: -26955.4067


The following is a quantum chemistry calculation of the molecule C3H4N2O at a distorted geometry, from the Open Molecules 2025 dataset.

Each line ends with the natural charge from an NBO analysis.
Geometry (Å):
N1 0.190 -0.168 -0.719  -0.609
C1 -0.851 0.535 -1.256  0.531
O1 -1.879 0.787 -0.665  -0.592
C2 0.142 -0.615 0.652  -0.338
C3 0.900 0.251 1.577  0.260
N2 1.505 0.912 2.307  -0.300
H1 1.039 -0.284 -1.251  0.405
H2 -0.661 0.836 -2.301  0.123
H3 0.527 -1.636 0.738  0.241
H4 -0.909 -0.613 0.953  0.279

Results
SMILES string: N#CCNC=O
2S+1: 1
Total charge: 0
Relative energy (zero: lowest compared OMol25 entry of this formula, charge and spin) in kcal/mol: 16.5
E_LUMO in hartree: 0.021
DFT total energy in eV: -8203.1718


The following is a quantum chemistry calculation of the ion C2H5N2S with charge +1 at a distorted geometry, from the Open Molecules 2025 dataset.

Each line ends with the natural charge from an NBO analysis.
Geometry (Å):
C1 -0.208 -1.065 -0.098  0.393
C2 0.434 1.220 0.028  -0.293
N1 1.080 -1.272 0.062  -0.639
N2 -0.607 0.198 0.066  -0.511
S1 2.020 0.175 -0.025  0.451
H1 -0.884 -1.778 -0.219  0.229
H2 0.446 1.729 -0.861  0.226
H3 0.589 1.871 0.814  0.240
H4 1.529 -2.140 0.287  0.465
H5 -1.545 0.285 -0.266  0.440

Results
SMILES string: C1=[NH+]CSN1
2S+1: 1
Total charge: +1
Relative energy (zero: lowest compared OMol25 entry of this formula, charge and spin) in kcal/mol: 10.4
E_LUMO in hartree: -0.163
DFT total energy in eV: -15962.4865


The following is a quantum chemistry calculation of the molecule C4H4N4 at a distorted geometry, from the Open Molecules 2025 dataset.

Each line ends with the natural charge from an NBO analysis.
Geometry (Å):
C1 2.751 0.324 0.088  -0.299
C2 1.800 -0.638 -0.018  -0.272
C3 0.393 -0.284 -0.100  0.327
C4 -1.124 1.251 -0.020  0.273
H1 3.772 0.230 0.225  0.208
H2 2.225 1.396 -0.333  0.229
H3 2.096 -1.799 0.338  0.230
H4 -1.479 2.340 -0.310  0.212
N1 0.241 1.013 -0.009  -0.433
N2 -2.072 0.312 0.182  -0.287
N3 -1.815 -0.911 0.028  0.060
N4 -0.573 -1.284 -0.148  -0.247

Results
SMILES string: C=Cc1ncnnn1
2S+1: 1
Total charge: 0
Relative energy (zero: lowest compared OMol25 entry of this formula, charge and spin) in kcal/mol: 96.7
E_LUMO in hartree: -0.024
DFT total energy in eV: -10168.6452


The following is a quantum chemistry calculation of a structure of composition C16H20Cl3N3OPdS2Si at a distorted geometry, from the Open Molecules 2025 dataset.

Each line ends with the Mulliken spin population.
Geometry (Å):
Pd1 0.891 -0.736 0.432  1.256
C1 -2.387 -0.669 -3.949  0.002
C2 -2.058 -1.879 -3.091  0.001
S1 -1.894 -1.598 -1.326  0.003
O1 -0.639 -0.704 -1.226  0.044
C3 -3.326 -0.540 -0.971  0.003
C4 -3.015 0.948 -0.989  0.004
H1 -2.337 -0.960 -4.998  0.000
H2 -1.665 0.131 -3.794  -0.001
H3 -3.392 -0.290 -3.768  0.000
H4 -1.080 -2.291 -3.346  0.002
H5 -2.797 -2.680 -3.177  0.002
H6 -3.664 -0.864 0.013  -0.003
H7 -4.089 -0.815 -1.701  0.000
H8 -2.213 1.186 -0.294  0.003
H9 -3.906 1.495 -0.683  0.001
H10 -2.724 1.294 -1.978  -0.001
Cl1 3.024 -0.518 1.366  0.248
Si1 1.356 1.633 0.425  0.522
Cl2 2.698 3.025 0.891  0.086
Cl3 -0.095 1.623 1.867  0.107
N1 -4.598 -6.197 6.784  0.126
C5 -4.039 -5.536 6.026  -0.014
C6 -3.331 -4.720 5.090  0.174
C7 -2.704 -3.539 5.543  -0.033
C8 -2.002 -2.774 4.660  0.085
C9 -1.897 -3.181 3.292  0.075
C10 -2.566 -4.366 2.848  0.077
C11 -3.267 -5.123 3.738  -0.030
C12 -1.120 -2.456 2.416  0.180
C13 -0.413 -1.814 1.623  0.514
H11 -2.785 -3.261 6.584  -0.001
H12 -1.511 -1.866 4.979  0.000
H13 -2.497 -4.647 1.806  0.001
H14 -3.770 -6.029 3.429  -0.001
S2 1.861 -1.878 -1.493  0.549
C14 3.364 -2.623 -1.022  -0.024
N2 4.504 -2.385 -1.640  0.036
C15 5.603 -3.221 -1.126  -0.002
C16 4.893 -4.061 -0.038  0.000
N3 3.513 -3.554 -0.102  0.006
H15 4.602 -1.693 -2.364  0.003
H16 6.393 -2.593 -0.722  0.002
H17 6.017 -3.836 -1.921  0.001
H18 5.315 -3.906 0.952  0.000
H19 4.912 -5.124 -0.265  0.000
H20 2.767 -3.859 0.498  -0.005

Results
2S+1: 5
Total charge: +2
Relative energy (zero: lowest compared OMol25 entry of this formula, charge and spin) in kcal/mol: 13.2
Expectation value of S²: 6.06
E_LUMO (spin up / spin down) in hartree: -0.237 / -0.348
DFT total energy in eV: -94011.8176